The following is a quantum chemistry calculation of 4 unconnected molecules or ions with the total composition C5H20N2O3 at a distorted geometry, from OMol25.

Computed properties:
Frontier orbital gap = 9.064 eV
SMILES = NCCCCCN.O.O.O
Lowest unoccupied orbital energy = 0.70 eV

```
! wB97M-V def2-TZVPD RIJCOSX def2/J DEFGRID3
* xyz 0 1
N -2.114 1.559 -0.331
C -2.753 0.295 -0.838
C -1.911 -0.896 -0.502
C -0.566 -0.867 -1.300
C 0.317 -2.068 -0.970
C 0.635 -2.146 0.522
N 1.272 -0.909 1.165
H -2.775 2.062 0.325
H -1.255 1.474 0.048
H -2.987 0.516 -1.934
H -3.804 0.067 -0.640
H -2.335 -1.903 -0.751
H -1.796 -0.948 0.614
H -0.892 -0.912 -2.372
H 0.058 0.047 -1.028
H -0.267 -3.012 -1.235
H 1.309 -2.107 -1.568
H -0.348 -2.487 1.097
H 1.314 -2.871 0.877
H 1.672 -1.074 2.062
H 0.684 -0.103 1.025
O 2.256 2.749 1.351
H 2.572 3.374 0.681
H 2.586 1.970 0.951
O 3.190 0.822 -0.170
H 2.957 1.019 -1.044
H 2.680 0.025 0.070
O -0.076 1.775 1.144
H 0.838 2.058 1.226
H -0.463 2.492 1.524
*
```

The following is a quantum chemistry calculation of 2 unconnected molecules or ions with the total composition C3H3N3O at a distorted geometry, from OMol25.

Computed properties:
Frontier orbital gap = 9.857 eV
SMILES = N=C=CC=O.N#N
Lowest unoccupied orbital energy = 0.60 eV

```
! wB97M-V def2-TZVPD RIJCOSX def2/J DEFGRID3
* xyz 0 1
N 2.327 -0.168 0.849
C 1.232 -0.352 0.338
C 0.020 -0.677 -0.049
C -1.217 -0.157 0.692
O -1.595 -0.654 1.719
H 3.013 0.427 0.397
H -0.075 -1.493 -0.764
H -1.747 0.700 0.202
N -0.553 0.892 -1.880
N -1.407 1.482 -1.503
*
```

The following is a quantum chemistry calculation of a molecular structure, C16H24F5NO8P2S at a distorted geometry, from OMol25.

Computed properties:
Frontier orbital gap = 7.986 eV
Lowest unoccupied orbital energy = -1.19 eV

```
! wB97M-V def2-TZVPD RIJCOSX def2/J DEFGRID3
* xyz 0 1
N -0.411 -4.161 1.140
P -0.167 -2.592 1.075
C -0.672 -1.693 2.663
C -0.023 -2.183 4.028
F 0.383 -3.515 3.937
F -0.970 -2.165 5.052
C 1.197 -1.336 4.513
C 1.319 -0.904 5.913
C 2.481 -0.081 6.263
C 3.502 0.321 5.313
C 3.400 -0.140 3.936
C 4.406 0.193 2.805
F 5.693 0.356 3.262
F 4.022 1.223 1.996
F 4.458 -0.931 1.977
C 2.256 -0.955 3.577
C -0.573 -0.162 2.270
O -1.293 0.485 3.316
S -2.769 -0.317 3.211
O -3.397 0.340 2.087
O -3.377 -0.169 4.506
O -2.109 -1.827 2.922
H 0.470 -4.658 0.991
H 1.213 -2.323 0.835
H -1.004 -2.041 0.044
H 0.548 -1.198 6.659
H 2.533 0.261 7.322
H 4.353 0.971 5.608
H 2.124 -1.301 2.525
H -1.016 -0.139 1.229
H 0.431 0.294 2.096
O -1.214 2.950 -4.261
P -1.138 1.470 -3.971
O -0.524 1.542 -2.442
C -1.376 1.980 -1.392
C -2.392 0.916 -1.018
O 0.256 1.146 -4.788
C 0.733 2.015 -5.811
C 1.739 3.000 -5.249
O -1.288 -0.214 -3.801
C -2.459 -0.799 -4.389
C -2.521 -0.570 -5.887
H -1.876 2.912 -1.672
H -0.737 2.194 -0.532
H -3.133 0.789 -1.813
H -2.922 1.191 -0.105
H -1.908 -0.052 -0.869
H -0.093 2.523 -6.311
H 1.219 1.390 -6.564
H 1.336 3.548 -4.397
H 2.047 3.717 -6.013
H 2.626 2.472 -4.890
H -3.351 -0.392 -3.903
H -2.426 -1.869 -4.179
H -2.640 0.495 -6.119
H -3.365 -1.106 -6.324
H -1.599 -0.904 -6.367
*
```

The following is a quantum chemistry calculation of a molecular structure, C5H9O3Ru at a distorted geometry, from OMol25.

Computed properties:
⟨S²⟩ = 8.78
Frontier orbital gap (spin up / spin down) = 6.644 / 7.889 eV
Lowest unoccupied orbital energy (spin up / spin down) = -11.03 / -11.03 eV

```
! wB97M-V def2-TZVPD RIJCOSX def2/J DEFGRID3
* xyz 2 6
O 0.985 -1.452 1.312
C 1.440 -0.889 0.188
C 1.584 0.632 0.457
H 0.746 -2.006 -0.857
H 2.390 0.915 1.146
H 1.956 1.031 -0.503
O -1.780 -1.845 0.031
C -1.428 -1.146 -0.999
C -1.532 0.343 -0.665
O -0.927 0.550 0.605
C 0.265 1.346 0.753
Ru -0.887 -1.167 1.682
H -0.998 -1.130 -2.018
H -2.561 0.725 -0.732
H -0.947 0.885 -1.427
H 0.258 1.670 1.800
H 0.151 2.240 0.125
H 1.285 -0.701 -0.898
*
```

The following is a quantum chemistry calculation of a molecular structure, C12H44AsF6O10 at a distorted geometry, from OMol25.

Computed properties:
Frontier orbital gap = 9.296 eV
Lowest unoccupied orbital energy = 2.34 eV

```
! wB97M-V def2-TZVPD RIJCOSX def2/J DEFGRID3
* xyz -1 1
As -0.210 -0.160 -0.440
F -1.220 0.273 -1.752
F -1.573 -0.286 0.627
F 0.833 -0.535 0.878
F 1.158 -0.146 -1.482
F -0.102 1.527 -0.078
F -0.435 -1.846 -0.747
O -1.562 -0.544 -4.445
H -1.716 -0.891 -3.559
H -0.850 0.094 -4.299
O -0.109 3.915 -1.442
H 0.117 3.179 -0.855
H 0.547 4.596 -1.280
O -1.422 1.625 2.790
H -1.664 1.645 1.856
H -0.688 1.003 2.817
O -3.991 0.230 -0.413
H -3.498 0.929 -0.856
H -3.302 -0.398 -0.150
O -2.148 -2.780 -2.649
H -1.879 -2.604 -1.740
H -2.010 -3.723 -2.771
O 0.882 0.785 -3.860
H 1.031 0.720 -2.908
H 1.682 1.170 -4.226
C 3.682 1.626 2.826
C 4.468 1.022 1.691
C 4.217 1.709 0.352
O 5.888 1.094 2.004
H 3.888 1.104 3.766
H 2.605 1.503 2.668
H 3.898 2.683 2.981
H 4.174 -0.023 1.570
H 3.210 1.431 0.051
H 5.032 1.428 -0.307
H 4.251 2.783 0.559
H 6.133 0.222 2.323
C -2.319 4.692 -4.202
C -3.023 3.598 -3.416
C -2.567 2.211 -3.835
O -2.834 3.805 -2.015
H -1.271 4.831 -3.941
H -2.859 5.636 -4.109
H -2.337 4.447 -5.274
H -4.093 3.722 -3.599
H -2.835 2.036 -4.887
H -3.037 1.433 -3.240
H -1.478 2.119 -3.844
H -1.872 3.809 -1.867
C -2.936 -1.729 4.749
C -3.978 -1.684 3.631
C -3.602 -2.652 2.518
O -5.250 -2.100 4.161
H -2.848 -2.704 5.231
H -3.120 -0.909 5.449
H -1.937 -1.528 4.342
H -3.964 -0.663 3.241
H -4.372 -2.695 1.751
H -3.501 -3.665 2.923
H -2.616 -2.386 2.136
H -5.167 -2.106 5.118
C 3.085 -4.542 0.351
C 3.587 -3.115 0.580
C 4.183 -2.902 1.929
O 4.581 -2.830 -0.418
H 2.448 -4.848 1.189
H 3.927 -5.240 0.422
H 2.598 -4.639 -0.614
H 2.744 -2.445 0.379
H 4.986 -3.625 2.138
H 3.523 -2.985 2.791
H 4.710 -1.948 1.994
H 4.129 -2.761 -1.263
*
```

The following is a quantum chemistry calculation of 2 unconnected molecules or ions with the total composition C2H7N3O at a distorted geometry, from OMol25.

Computed properties:
Frontier orbital gap = 10.409 eV
SMILES = [H]/N=C(/N)O.C=N
Lowest unoccupied orbital energy = 0.80 eV

```
! wB97M-V def2-TZVPD RIJCOSX def2/J DEFGRID3
* xyz 0 1
H -1.118 -0.516 1.617
N -1.587 -0.070 0.830
C -0.783 0.553 0.074
N -1.113 1.235 -1.041
O 0.479 1.127 0.622
H -0.598 2.094 -1.167
H -2.111 1.341 -1.165
H 0.721 0.639 1.431
C 0.865 -1.460 -0.373
N 1.641 -0.981 0.568
H 1.116 -1.335 -1.434
H 0.067 -2.163 -0.107
H 2.420 -0.465 0.144
*
```

The following is a quantum chemistry calculation of 2 unconnected molecules or ions with the total composition CH7OS at a distorted geometry, from OMol25.

Computed properties:
⟨S²⟩ = 0.75
Frontier orbital gap (spin up / spin down) = 11.800 / 4.047 eV
Lowest unoccupied orbital energy (spin up / spin down) = -9.68 / -17.20 eV

```
! wB97M-V def2-TZVPD RIJCOSX def2/J DEFGRID3
* xyz 2 2
O 2.381 -0.582 0.473
H -2.201 -0.548 -0.268
H 2.967 0.141 0.088
H 2.989 -1.007 1.160
C -0.900 1.243 0.485
S -0.924 -0.187 -0.598
H 0.100 1.660 0.612
H -1.605 2.005 0.176
H -1.250 0.956 1.487
H 0.176 -0.791 -0.096
*
```

The following is a quantum chemistry calculation of a molecular structure, C13H30BF4LiNOSSi3, from OMol25.

Computed properties:
Frontier orbital gap = 6.851 eV
Lowest unoccupied orbital energy = 2.30 eV

```
! wB97M-V def2-TZVPD RIJCOSX def2/J DEFGRID3
* xyz -1 1
Li 0.648 -1.484 0.276
C 2.140 -1.684 -2.487
O 1.396 -1.053 -1.468
Si 0.696 0.497 -1.581
C 0.029 0.663 -3.339
C 2.140 1.710 -1.525
C -0.423 0.467 -0.174
Si -0.682 2.078 0.623
C 0.857 2.738 1.514
C -1.187 3.462 -0.575
C -2.030 2.056 1.947
Si -1.940 -0.543 -0.382
C -1.669 -2.093 -1.438
C -2.611 -1.173 1.268
C -3.385 0.336 -1.244
H 1.544 -1.809 -3.396
H 2.447 -2.671 -2.137
H 3.037 -1.109 -2.743
H 0.824 0.687 -4.092
H -0.542 1.592 -3.424
H -0.649 -0.160 -3.583
H 2.874 1.473 -2.303
H 2.641 1.678 -0.555
H 1.806 2.738 -1.693
H 1.605 3.104 0.805
H 1.320 1.947 2.111
H 0.599 3.566 2.183
H -0.405 3.624 -1.325
H -1.362 4.413 -0.061
H -2.102 3.187 -1.110
H -1.790 1.334 2.734
H -3.004 1.781 1.534
H -2.125 3.045 2.406
H -0.882 -2.747 -1.055
H -1.428 -1.846 -2.476
H -2.590 -2.685 -1.436
H -1.801 -1.381 1.973
H -3.153 -2.111 1.121
H -3.288 -0.453 1.736
H -3.097 0.615 -2.264
H -3.670 1.253 -0.718
H -4.267 -0.310 -1.302
F 0.920 -5.314 1.328
B 0.042 -4.281 1.649
F -1.247 -4.536 1.188
F 0.056 -3.999 3.019
F 0.522 -3.073 0.972
S 4.228 0.417 2.495
C 2.996 -0.157 3.538
C 2.090 -0.872 2.827
N 2.355 -0.971 1.482
C 3.446 -0.351 1.171
H 3.011 0.065 4.592
H 1.220 -1.374 3.227
H 3.841 -0.287 0.166
*
```

The following is a quantum chemistry calculation of a molecular structure, C22H26AuN2O3Te, from OMol25.

Computed properties:
⟨S²⟩ = 2.02
Frontier orbital gap (spin up / spin down) = 7.415 / 5.984 eV
Lowest unoccupied orbital energy (spin up / spin down) = -3.49 / -5.42 eV

```
! wB97M-V def2-TZVPD RIJCOSX def2/J DEFGRID3
* xyz 1 3
Au -1.478 -0.809 -0.483
C -3.201 3.237 -1.624
C -2.121 2.280 -1.143
C -0.743 2.931 -1.123
O -2.083 1.126 -2.011
C -2.455 1.841 0.296
O -2.669 2.705 1.115
O -2.506 0.563 0.602
H -2.964 3.592 -2.631
H -3.257 4.094 -0.959
H -4.174 2.744 -1.639
H -0.484 3.291 -2.121
H 0.014 2.210 -0.802
H -0.739 3.769 -0.427
H -2.451 1.367 -2.867
N -1.880 -3.714 0.271
C -0.671 -4.170 -0.260
C -0.125 -5.356 0.172
C 1.073 -5.864 -0.353
C 1.720 -5.203 -1.355
C 1.207 -3.974 -1.821
C 1.823 -3.284 -2.887
C 1.311 -2.100 -3.328
C 0.218 -1.557 -2.644
N -0.381 -2.163 -1.631
C 0.046 -3.412 -1.235
H -2.509 -3.297 -0.402
H -2.364 -4.421 0.806
H -0.660 -5.932 0.918
H 1.455 -6.805 0.019
H 2.615 -5.605 -1.811
H 2.700 -3.718 -3.352
H 1.744 -1.556 -4.154
H -0.163 -0.577 -2.906
C 2.488 4.401 1.753
C 1.796 3.075 1.875
C 0.670 2.924 2.672
C 0.016 1.703 2.799
C -1.196 1.576 3.677
C 0.524 0.620 2.072
Te -0.530 -1.171 2.151
C 1.674 0.726 1.274
C 2.250 -0.460 0.550
C 2.290 1.961 1.194
H 1.938 5.186 2.269
H 2.593 4.688 0.705
H 3.492 4.352 2.178
H 0.281 3.778 3.213
H -1.354 2.488 4.249
H -1.082 0.755 4.392
H -2.091 1.415 3.074
H 1.520 -0.914 -0.127
H 2.574 -1.233 1.253
H 3.116 -0.170 -0.042
H 3.184 2.064 0.588
*
```

The following is a quantum chemistry calculation of a molecular structure, C5H11O4Pm at a distorted geometry, from OMol25.

Computed properties:
⟨S²⟩ = 6.47
Frontier orbital gap (spin up / spin down) = 4.150 / 4.146 eV
Lowest unoccupied orbital energy (spin up / spin down) = -0.93 / -0.92 eV

```
! wB97M-V def2-TZVPD RIJCOSX def2/J DEFGRID3
* xyz 0 5
O -2.220 -0.232 0.048
C -1.962 -0.005 1.221
C -0.576 -0.107 1.757
O 0.350 -0.247 0.700
C 0.862 0.996 0.224
C 1.355 0.802 -1.184
O 0.272 0.310 -1.955
C 0.513 0.316 -3.353
Pm -0.737 -1.839 -1.099
H -2.763 0.259 1.937
H -0.521 -1.024 2.432
H 1.683 1.337 0.872
H 0.067 1.756 0.235
H 2.195 0.088 -1.220
H 1.700 1.768 -1.583
H -0.366 -0.122 -3.839
H 0.654 1.349 -3.703
H 1.403 -0.283 -3.598
H -0.349 0.752 2.427
O -0.349 -2.769 4.715
H -1.213 -3.107 4.964
*
```

The following is a quantum chemistry calculation of 2 unconnected molecules or ions with the total composition C5H15N2O at a distorted geometry, from OMol25.

Computed properties:
Frontier orbital gap = 8.654 eV
Lowest unoccupied orbital energy = -3.53 eV

```
! wB97M-V def2-TZVPD RIJCOSX def2/J DEFGRID3
* xyz 1 1
C 1.380 -0.112 -0.874
C 0.168 -1.015 -0.562
C -1.096 -0.278 -0.068
C -1.176 1.199 -0.327
C -1.548 2.095 0.572
N -1.049 1.631 -1.736
N 0.393 -2.091 0.387
H 1.487 0.764 -0.226
H 1.333 0.232 -1.913
H 2.301 -0.684 -0.783
H -0.085 -1.462 -1.529
H -2.054 -0.691 -0.421
H -1.242 -0.504 0.991
H -1.820 3.118 0.354
H -1.759 1.746 1.567
H -0.155 1.484 -2.213
H -1.235 2.636 -1.746
H -1.789 1.206 -2.301
H 0.978 -2.828 0.021
H 0.795 -1.679 1.239
H 2.264 -0.252 2.569
H 2.703 -1.821 2.263
O 2.021 -1.161 2.409
*
```

The following is a quantum chemistry calculation of 2 unconnected molecules or ions with the total composition C3H8OS at a distorted geometry, from OMol25.

Computed properties:
Frontier orbital gap = 9.702 eV
SMILES = CC=O.CS
Lowest unoccupied orbital energy = 0.75 eV

```
! wB97M-V def2-TZVPD RIJCOSX def2/J DEFGRID3
* xyz 0 1
C 0.496 -3.612 -3.792
C 1.092 -2.192 -4.069
O 0.841 -1.227 -3.281
H 0.309 -3.489 -2.778
H 1.190 -4.406 -4.287
H -0.544 -3.620 -4.377
H 1.359 -1.752 -4.940
C -0.266 2.124 4.523
S -1.047 2.276 2.873
H -0.798 2.868 5.110
H -0.302 1.059 4.888
H 0.802 2.321 4.489
H 0.070 2.493 2.210
*
```